No. 1
Formula: C5H10O2
Source: OMol25
Level of theory: the ωB97M-V functional and the def2-TZVPD basis

SMILES string = O=CCCO.C=C
charge = 0
highest occupied orbital energy = -10.0 eV
energy relative to the best compared isomer or geometry (same formula, charge and spin) = 245.11 kJ/mol
Kohn-Sham gap = 10.750 eV
E_tot = -9440.5026 eV

Positions of all 17 atoms, in Å:
O -1.955188 -1.366851 -1.026580
C -0.828970 -1.772867 -0.858578
C 0.059264 -1.373249 0.290302
C 1.348309 -0.724222 -0.202084
O 2.053950 -0.290007 0.943774
H -0.381192 -2.484887 -1.585890
H -0.482552 -0.683113 0.942451
H 0.316017 -2.267459 0.873669
H 1.104556 0.120993 -0.862965
H 1.940128 -1.451028 -0.781776
H 2.816444 0.223380 0.649966
C -0.423225 2.191859 0.550882
C -1.573872 1.823650 -0.004065
H 0.230459 1.489769 1.067711
H -0.082550 3.224167 0.510210
H -2.207169 2.542860 -0.518878
H -1.934402 0.797003 0.011854

Cartesian forces (eV/Å) of the 6 atoms listed first:
0.51 -0.25 0.08
-0.31 0.07 -0.05
-0.07 0.05 0.07
-0.20 -0.14 -0.31
0.28 0.14 -0.02
-0.05 0.06 0.05

Mulliken population analysis, charges in e, atoms 1 to 8:
1 O -0.463
2 C -0.021
3 C -0.383
4 C -0.640
5 O -0.533
6 H 0.319
7 H 0.234
8 H 0.348

No. 2
Formula: C5H10O2
Source: OMol25
Level of theory: the ωB97M-V functional and the def2-TZVPD basis

charge = 0
highest occupied orbital energy = -8.2 eV
energy relative to the best compared isomer or geometry (same formula, charge and spin) = 500.32 kJ/mol
Kohn-Sham gap = 8.861 eV
E_tot = -9437.8576 eV

Positions of all 17 atoms, in Å:
O -1.777715 -0.132890 1.800571
C -1.397684 -0.620679 0.530076
C -0.385164 0.350547 -0.057899
C 0.864110 0.462338 0.800024
C 2.177090 0.543584 -0.881977
O 1.169969 0.747615 -1.762173
C 0.041917 -0.059524 -1.475819
H -2.443637 -0.726608 2.166810
H -0.939534 -1.621883 0.604191
H -2.267896 -0.702430 -0.141319
H -0.859959 1.336361 -0.123429
H 0.778122 1.236207 1.567648
H 1.170982 -0.474315 1.269294
H 2.314649 -0.538844 -0.699502
H 1.896189 1.061316 0.223723
H 0.323558 -1.125706 -1.504670
H -0.726631 0.137076 -2.229373

Cartesian forces (eV/Å) of the 6 atoms listed first:
-0.22 -0.14 0.20
0.16 -0.14 -0.41
0.01 0.05 -0.01
-0.10 -0.12 0.11
-0.05 -0.22 0.05
0.05 0.06 -0.09

Mulliken population analysis, charges in e, atoms 1 to 8:
1 O -0.501
2 C -0.734
3 C 0.591
4 C -0.908
5 C -0.624
6 O -0.273
7 C -0.801
8 H 0.313

No. 3
Formula: C5H10O2
Source: OMol25
Level of theory: the ωB97M-V functional and the def2-TZVPD basis

SMILES string = C/C=C/C=C/O.O
charge = 0
highest occupied orbital energy = -7.9 eV
energy relative to the best compared isomer or geometry (same formula, charge and spin) = 309.94 kJ/mol
Kohn-Sham gap = 8.635 eV
E_tot = -9439.8307 eV

Positions of all 17 atoms, in Å:
C -2.869042 0.822022 1.727940
C -1.395388 0.587385 1.572223
C -0.733455 -0.079985 0.618137
C 0.683154 0.235870 0.549429
C 1.419014 1.083085 1.282670
O 2.820049 1.049621 1.182961
H -3.293981 0.200718 0.929702
H -3.121917 0.399595 2.714225
H -3.159897 1.870198 1.834003
H -0.930652 1.294124 2.253082
H -1.256829 -0.775223 -0.000320
H 1.235178 -0.349773 -0.204205
H 1.280311 1.811785 2.063931
H 3.056207 0.389033 0.497833
O 0.184655 -2.790981 -5.467496
H 1.028259 -3.099529 -5.123384
H -0.580079 -3.342894 -5.213324

Cartesian forces (eV/Å) of the 6 atoms listed first:
0.46 -2.12 0.47
-1.10 1.58 -0.09
-0.26 1.88 2.20
0.73 -0.77 -0.62
2.09 -0.85 -0.49
-0.55 -0.37 -0.86

Mulliken population analysis, charges in e, atoms 1 to 8:
1 C -1.098
2 C -0.065
3 C -0.356
4 C -0.215
5 C 0.098
6 O -0.495
7 H 0.299
8 H 0.276

No. 4
Formula: C5H10O2
Source: OMol25
Level of theory: the ωB97M-V functional and the def2-TZVPD basis

charge = 0
highest occupied orbital energy (alpha / beta) = -7.7 / -8.1 eV
energy relative to the best compared isomer or geometry (same formula, charge and spin) = 631.91 kJ/mol
Kohn-Sham gap (alpha / beta) = 6.779 / 7.784 eV
E_tot = -9436.4937 eV

Positions of all 17 atoms, in Å:
C -1.590541 -2.420376 -0.595484
C -1.016688 -1.037500 -0.716021
O -0.142556 -0.836832 0.385198
C 0.294712 0.476571 0.436612
C 1.739974 1.985244 1.418197
C 0.738540 1.191801 -0.678753
O 1.148273 2.390714 -0.643221
H -2.182151 -2.482341 0.320099
H -2.211553 -2.651045 -1.464939
H -0.771694 -3.142388 -0.544909
H -0.433390 -0.951835 -1.636679
H -1.806183 -0.263059 -0.738593
H -0.180078 0.933624 1.287723
H 2.072036 2.980973 1.184973
H 1.046724 1.952777 2.240470
H 2.469061 1.193173 1.386872
H 0.825515 0.680499 -1.641545

Cartesian forces (eV/Å) of the 6 atoms listed first:
-0.03 -0.11 0.05
-0.09 -0.20 -0.46
0.61 0.14 -0.19
-0.55 0.10 0.03
0.65 0.23 1.14
0.38 0.62 -0.11

Mulliken population analysis, charges in e, atoms 1 to 8:
1 C -1.297
2 C -0.094
3 O -0.342
4 C -0.182
5 C -0.731
6 C 0.107
7 O -0.557
8 H 0.317

No. 5
Formula: C5H10O2
Source: OMol25
Level of theory: the ωB97M-V functional and the def2-TZVPD basis

SMILES string = C=CCO.CC=O
charge = 0
highest occupied orbital energy = -9.8 eV
energy relative to the best compared isomer or geometry (same formula, charge and spin) = 215.00 kJ/mol
Kohn-Sham gap = 10.672 eV
E_tot = -9440.8147 eV

Positions of all 17 atoms, in Å:
C 1.783517 0.398512 0.414666
C 1.304217 0.756229 -0.772216
C 0.319284 1.874529 -1.000123
O -0.682246 1.547416 -1.931735
H 1.470787 0.904198 1.329122
H 2.514731 -0.399236 0.523355
H 1.622500 0.234474 -1.675901
H -0.100967 2.198369 -0.030214
H 0.849906 2.739764 -1.416960
H -1.098535 0.714792 -1.647693
C -1.045477 -2.094090 1.259091
C -1.251270 -0.887995 0.388288
O -1.459638 -0.948056 -0.804359
H -0.146940 -1.951419 1.871555
H -0.954854 -2.994457 0.644605
H -1.894188 -2.189158 1.945712
H -1.230825 0.096129 0.902808

Cartesian forces (eV/Å) of the 6 atoms listed first:
-0.02 0.01 -0.03
0.07 0.00 0.04
0.27 0.15 0.23
-0.16 -0.15 0.01
0.03 -0.06 -0.16
-0.11 0.14 -0.05

Mulliken population analysis, charges in e, atoms 1 to 8:
1 C -0.824
2 C 0.010
3 C -0.483
4 O -0.548
5 H 0.284
6 H 0.277
7 H 0.326
8 H 0.250

No. 6
Formula: C5H10O2
Source: OMol25
Level of theory: the ωB97M-V functional and the def2-TZVPD basis

SMILES string = COC[C@H]1C[C@H]1O
charge = 0
highest occupied orbital energy = -9.1 eV
energy relative to the best compared isomer or geometry (same formula, charge and spin) = 251.19 kJ/mol
Kohn-Sham gap = 10.069 eV
E_tot = -9440.4396 eV

Positions of all 17 atoms, in Å:
C 2.409702 -0.248431 0.712692
O 1.013152 -0.107965 0.595434
C 0.565276 -0.291378 -0.737319
C -0.882921 0.106015 -0.911379
C -2.001779 -0.553502 -0.141154
C -1.683033 0.893944 0.096506
O -1.169935 1.328869 1.310564
H 2.730218 -1.272305 0.470733
H 2.677133 -0.022053 1.746525
H 2.936636 0.449593 0.043980
H 1.190579 0.315698 -1.410022
H 0.700019 -1.347525 -1.022304
H -1.109943 0.345975 -1.949218
H -2.913499 -0.821835 -0.667966
H -1.709735 -1.238739 0.651048
H -2.385955 1.629444 -0.297545
H -0.298950 0.914979 1.420386

Cartesian forces (eV/Å) of the 6 atoms listed first:
0.23 -0.04 0.05
-0.08 0.00 -0.01
-0.03 -0.03 -0.22
0.00 0.16 -0.13
-0.13 -0.16 0.09
-0.27 0.08 -0.21

Mulliken population analysis, charges in e, atoms 1 to 8:
1 C -0.782
2 O -0.346
3 C -0.619
4 C -0.167
5 C -0.689
6 C -0.076
7 O -0.609
8 H 0.274

No. 7
Formula: C5H10O2
Source: OMol25
Level of theory: the ωB97M-V functional and the def2-TZVPD basis

SMILES string = CO/C=C/COC
charge = 0
highest occupied orbital energy = -8.5 eV
energy relative to the best compared isomer or geometry (same formula, charge and spin) = 384.79 kJ/mol
Kohn-Sham gap = 9.469 eV
E_tot = -9439.0549 eV

Positions of all 17 atoms, in Å:
C 0.978567 2.385202 1.664708
O 2.044904 1.607538 0.873951
C 1.576095 0.487558 0.273186
C 0.271947 0.415921 0.070019
C -0.455502 -0.822958 -0.208443
O -0.870181 -0.803969 -1.546957
C -1.634287 -1.924783 -1.868742
H 1.258817 3.382553 1.374672
H -0.174666 2.366526 1.637592
H 1.244350 2.063148 2.660677
H 2.283343 -0.289294 -0.049628
H -0.256830 1.357216 -0.041190
H 0.189715 -1.689304 0.015361
H -1.333835 -0.903838 0.461827
H -1.065041 -2.856390 -1.721428
H -1.910718 -1.834093 -2.919623
H -2.549498 -1.981475 -1.257667

Cartesian forces (eV/Å) of the 6 atoms listed first:
0.63 -0.13 -0.14
-1.36 0.55 0.10
-0.55 0.19 0.29
-0.33 -0.23 -0.74
0.05 -0.24 0.03
-0.10 -0.05 -0.27

Mulliken population analysis, charges in e, atoms 1 to 8:
1 C -0.666
2 O -0.394
3 C -0.195
4 C -0.280
5 C -0.540
6 O -0.287
7 C -0.705
8 H 0.245